Record 1
# C8H32N10O8

A cluster of 8 separate species, C8H32N10O8 in total at a distorted geometry (ωB97M-V with the def2-TZVPD basis set, OMol25).

Geometry as XYZ:
```
58
Properties=species:S:1:pos:R:3
N 1.97 3.44 -1.84
C 2.76 3.78 -2.90
N 3.50 4.91 -2.66
O 2.86 3.10 -3.87
H 1.65 2.51 -1.91
H 2.04 3.84 -0.92
H 4.28 5.04 -3.25
H 3.25 5.48 -1.90
N 3.15 -0.05 3.64
C 3.31 -0.71 2.53
N 4.40 -0.86 1.82
O 2.27 -1.21 2.14
H 3.93 0.34 4.17
H 2.20 -0.15 3.99
H 4.14 -1.26 0.93
H 5.04 -0.08 1.80
N 0.55 -3.29 2.70
C -0.34 -4.18 3.08
N -0.12 -5.35 3.69
O -1.53 -3.90 2.89
H -0.02 -2.54 2.29
H 1.40 -3.11 3.20
H -0.96 -5.88 3.69
H 0.68 -5.92 3.50
N -3.95 -3.13 1.61
C -4.04 -2.36 0.58
N -5.15 -2.44 -0.10
O -3.10 -1.71 0.19
H -3.04 -3.19 2.04
H -4.60 -3.86 1.86
H -5.99 -2.77 0.32
H -5.24 -1.73 -0.81
N -1.63 0.67 -0.96
C -0.61 0.76 -0.11
N -0.65 0.04 1.02
O 0.38 1.50 -0.30
H -1.61 1.19 -1.82
H -2.16 -0.19 -0.94
H -1.39 -0.66 1.10
H 0.24 -0.08 1.50
C -4.62 0.30 -3.28
O -3.51 0.93 -3.91
H -4.38 -0.74 -3.26
H -4.61 0.52 -2.22
H -5.59 0.60 -3.69
H -3.63 1.84 -4.17
C 1.81 3.11 2.11
O 1.45 3.67 0.84
H 2.85 2.82 2.09
H 1.72 3.81 2.93
H 1.12 2.34 2.41
H 0.83 3.07 0.37
C 1.29 0.19 -3.41
O 1.99 -0.05 -4.62
H 0.45 -0.48 -3.32
H 1.90 0.11 -2.52
H 0.81 1.17 -3.31
H 2.23 0.79 -5.00
```

Results
Orbital gap   9.34 eV
Total charge   0
E_HOMO   -8.972 eV



Record 2
# C8H32N14O8

A cluster of 8 separate species, C8H32N14O8 in total at a distorted geometry (ωB97M-V with the def2-TZVPD basis set, OMol25).

Geometry as XYZ:
```
62
Properties=species:S:1:pos:R:3
N 23.01 9.53 17.57
C 23.97 9.10 16.72
N 24.58 10.10 15.99
O 24.24 7.92 16.51
H 22.46 8.93 18.16
H 22.75 10.50 17.62
H 25.37 9.93 15.40
H 24.37 11.07 16.11
N 17.98 8.05 13.44
C 17.75 9.34 13.81
N 16.81 10.03 13.11
O 18.41 9.85 14.74
H 17.33 7.53 12.87
H 18.64 7.51 13.99
H 16.61 10.99 13.35
H 16.24 9.51 12.47
N 22.25 13.47 11.97
C 23.08 13.30 10.88
N 23.48 14.44 10.24
O 23.49 12.18 10.60
H 21.92 12.59 12.34
H 21.88 14.36 12.23
H 23.06 15.35 10.35
H 24.25 14.36 9.60
N 25.20 8.53 12.80
C 24.79 8.17 11.52
N 24.51 9.22 10.68
O 24.65 7.00 11.20
H 25.81 7.88 13.26
H 25.54 9.46 12.97
H 24.45 10.16 11.04
H 23.88 9.01 9.92
N 18.44 10.60 17.90
C 18.95 9.37 18.21
N 18.84 8.46 17.21
O 19.41 9.10 19.32
H 18.62 11.34 18.56
H 18.33 10.81 16.92
H 19.10 7.50 17.30
H 18.67 8.81 16.27
N 19.60 13.58 15.87
C 18.59 14.00 15.04
N 18.79 13.74 13.70
O 17.65 14.67 15.46
H 20.39 13.05 15.55
H 19.53 13.90 16.82
H 19.44 13.01 13.48
H 18.24 14.17 12.98
N 21.63 7.07 13.27
C 21.08 6.57 14.43
N 21.89 6.72 15.51
O 19.96 6.05 14.44
H 21.04 7.15 12.47
H 22.54 7.48 13.34
H 22.85 7.08 15.48
H 21.49 6.63 16.42
C 21.46 10.23 13.68
O 20.81 11.38 14.26
H 20.66 9.66 13.20
H 22.17 10.50 12.90
H 22.01 9.69 14.45
H 19.93 11.10 14.59
```

Results
Orbital gap   9.46 eV
Total charge   0
E_HOMO   -9.472 eV



Record 3
# C8H32N16O8

A cluster of 8 separate species, C8H32N16O8 in total at a distorted geometry (ωB97M-V with the def2-TZVPD basis set, OMol25).

Geometry as XYZ:
```
64
Properties=species:S:1:pos:R:3
N -28.56 -20.41 2.39
C -27.95 -21.49 2.90
N -28.11 -21.58 4.15
O -27.37 -22.40 2.29
H -28.79 -19.70 3.07
H -28.57 -20.08 1.44
H -27.69 -22.34 4.68
H -28.55 -20.86 4.70
N -27.41 -24.33 7.95
C -27.11 -24.82 6.78
N -27.34 -26.11 6.74
O -26.80 -24.12 5.80
H -27.50 -25.01 8.69
H -27.33 -23.32 7.98
H -27.87 -26.31 7.58
H -27.22 -26.67 5.91
N -31.79 -17.23 1.52
C -31.31 -17.49 0.36
N -30.05 -17.43 0.36
O -31.99 -17.60 -0.68
H -32.80 -17.21 1.64
H -31.19 -17.01 2.29
H -29.65 -17.52 -0.56
H -29.41 -17.35 1.15
N -30.82 -19.57 5.87
C -30.48 -18.63 5.09
N -31.07 -17.56 5.57
O -29.71 -18.75 4.12
H -31.13 -19.49 6.83
H -30.82 -20.51 5.52
H -30.95 -16.75 4.99
H -31.69 -17.61 6.37
N -26.00 -20.12 -1.40
C -26.02 -19.43 -0.28
N -26.94 -18.50 -0.28
O -25.29 -19.66 0.75
H -26.54 -19.85 -2.21
H -25.48 -20.99 -1.39
H -27.55 -18.71 -1.06
H -27.28 -18.01 0.53
N -28.66 -24.80 3.21
C -28.23 -26.03 3.07
N -27.01 -26.15 2.60
O -28.91 -26.99 3.33
H -29.66 -24.68 3.29
H -28.15 -24.03 2.79
H -26.63 -25.29 2.24
H -26.68 -27.05 2.29
N -23.06 -20.37 2.68
C -23.60 -20.59 3.76
N -24.86 -20.85 3.71
O -22.91 -20.61 4.73
H -22.09 -20.11 2.66
H -23.64 -20.32 1.85
H -25.16 -21.12 4.64
H -25.26 -21.14 2.83
N -26.19 -18.39 3.47
C -26.89 -17.27 3.48
N -27.09 -16.88 4.73
O -27.51 -16.79 2.58
H -25.99 -18.77 2.56
H -25.98 -18.79 4.38
H -26.33 -16.32 5.10
H -28.01 -16.68 5.08
```

Results
Orbital gap   8.57 eV
Total charge   0
E_HOMO   -8.837 eV



Record 4
# C8H32N16O8Pb

A structure of composition C8H32N16O8Pb at a distorted geometry (ωB97M-V with the def2-TZVPD basis set, OMol25).

Geometry as XYZ:
```
65
Properties=species:S:1:pos:R:3
Pb -0.11 0.35 -0.09
C -2.41 -0.18 2.58
O -2.01 0.46 1.61
N -1.83 -0.07 3.82
N -3.48 -1.02 2.53
H -0.97 0.42 3.93
H -2.32 -0.45 4.61
H -3.98 -1.02 1.66
H -3.76 -1.66 3.25
C 2.03 2.28 -2.49
O 1.09 1.70 -1.96
N 3.26 1.67 -2.55
N 2.02 3.59 -2.85
H 4.08 2.21 -2.76
H 3.28 0.70 -2.30
H 2.84 3.97 -3.28
H 1.14 4.08 -2.85
C -1.80 3.56 0.35
O -0.81 2.84 0.27
N -2.85 3.31 1.16
N -2.01 4.65 -0.49
H -2.75 2.56 1.82
H -3.65 3.91 1.21
H -1.43 4.67 -1.31
H -2.24 5.52 -0.04
C -2.52 1.12 -2.90
O -1.82 0.43 -2.16
N -2.07 2.30 -3.39
N -3.80 0.79 -3.20
H -2.51 2.71 -4.20
H -1.21 2.70 -3.09
H -4.22 -0.02 -2.80
H -4.26 1.36 -3.90
C 3.22 1.41 1.34
O 2.08 1.13 0.96
N 3.95 0.52 2.07
N 3.80 2.62 1.14
H 3.54 -0.38 2.26
H 4.85 0.75 2.43
H 4.66 2.81 1.60
H 3.29 3.33 0.65
C 1.07 -2.38 2.48
O 0.80 -1.45 1.73
N 0.26 -2.67 3.53
N 2.14 -3.19 2.27
H 0.49 -3.31 4.27
H -0.55 -2.07 3.59
H 2.38 -3.95 2.88
H 2.66 -3.04 1.43
C 2.27 -2.36 -1.45
O 1.68 -1.30 -1.30
N 1.85 -3.33 -2.35
N 3.48 -2.59 -0.87
H 1.95 -4.28 -2.04
H 1.10 -3.01 -2.94
H 3.95 -3.46 -1.01
H 3.86 -1.82 -0.35
C -1.94 -3.00 -0.30
O -1.23 -2.01 -0.35
N -3.19 -3.05 -0.85
N -1.52 -4.15 0.33
H -3.75 -3.88 -0.78
H -3.57 -2.20 -1.20
H -2.04 -5.00 0.18
H -0.52 -4.15 0.45
```

Results
Orbital gap   10.30 eV
Total charge   +2
E_HOMO   -14.238 eV



Record 5
# C8H32N17NiO11

A structure of composition C8H32N17NiO11 at a distorted geometry (ωB97M-V with the def2-TZVPD basis set, OMol25).

Geometry as XYZ:
```
69
Properties=species:S:1:pos:R:3
Ni -14.03 -6.99 2.30
N -14.86 -5.28 -0.14
O -14.55 -4.25 -0.72
O -16.00 -5.80 -0.18
O -13.98 -5.79 0.63
C -17.02 -5.15 -3.61
O -17.42 -5.46 -4.72
N -15.89 -4.40 -3.38
N -17.79 -5.26 -2.46
H -15.49 -4.24 -2.47
H -15.46 -3.97 -4.18
H -17.25 -5.28 -1.60
H -18.55 -5.93 -2.54
C -13.68 0.07 -1.15
O -14.39 0.43 -0.19
N -13.43 -1.25 -1.46
N -12.91 0.93 -1.94
H -12.79 -1.49 -2.21
H -13.78 -1.94 -0.82
H -13.01 1.93 -1.88
H -12.02 0.55 -2.22
C -15.55 -9.30 0.92
O -14.50 -8.74 1.37
N -15.62 -10.65 0.84
N -16.55 -8.57 0.40
H -16.43 -11.03 0.39
H -14.76 -11.16 0.80
H -17.43 -9.02 0.22
H -16.61 -7.57 0.28
C -16.59 -5.38 3.20
O -15.84 -6.35 2.82
N -17.37 -4.70 2.34
N -16.54 -4.88 4.46
H -17.26 -4.96 1.37
H -17.78 -3.81 2.56
H -17.02 -4.03 4.71
H -15.89 -5.18 5.16
C -18.12 -0.83 -0.19
O -18.20 0.17 0.53
N -16.94 -1.23 -0.79
N -19.23 -1.54 -0.60
H -16.92 -1.93 -1.51
H -16.00 -0.94 -0.54
H -19.18 -2.21 -1.34
H -20.07 -1.05 -0.32
C -14.16 -1.87 2.61
O -13.81 -3.09 2.68
N -15.14 -1.41 1.72
N -13.71 -0.89 3.47
H -15.01 -0.44 1.51
H -15.44 -2.13 1.08
H -13.93 0.08 3.43
H -12.99 -1.09 4.15
C -11.81 -3.58 -3.45
O -11.41 -2.49 -2.99
N -12.82 -4.37 -2.94
N -11.24 -4.12 -4.58
H -12.87 -5.35 -3.15
H -13.41 -3.97 -2.22
H -10.55 -3.63 -5.11
H -11.69 -4.91 -5.00
C -13.70 -7.63 -3.33
O -12.81 -7.06 -3.99
N -14.99 -7.60 -3.82
N -13.53 -8.20 -2.09
H -15.77 -7.71 -3.20
H -15.15 -7.05 -4.64
H -14.19 -8.06 -1.35
H -12.58 -8.08 -1.74
```

Results
Expectation value of S²   2.0036
Orbital gap (alpha / beta)   6.37 / 5.41 eV
Total charge   +1
2S+1   3
E_HOMO (alpha / beta)   -11.496 / -11.496 eV



Record 6
# C8H32O10

A cluster of 11 separate species, C8H32O10 in total at a distorted geometry (ωB97M-V with the def2-TZVPD basis set, OMol25).

Geometry as XYZ:
```
50
Properties=species:S:1:pos:R:3
C 1.39 0.05 3.24
C 1.75 -0.66 2.14
C 1.63 -0.11 0.73
C 0.56 0.29 0.08
C 0.41 1.12 -1.17
C 0.06 0.53 -2.31
C 0.49 2.63 -1.07
C 0.20 3.31 0.34
H 1.62 -0.20 4.18
H 1.03 1.05 3.25
H 2.02 -1.73 2.32
H 2.64 -0.11 0.19
H -0.50 0.34 0.58
H 0.28 -0.53 -2.47
H -0.22 1.16 -3.15
H -0.08 3.25 -1.88
H 1.61 2.69 -1.35
H -0.83 3.66 0.33
H 0.86 4.06 0.53
H 0.40 2.63 1.15
O -3.45 -0.25 0.97
H -3.38 -0.26 1.88
H -3.04 0.52 0.59
O 4.25 1.92 -0.99
H 4.32 1.08 -1.47
H 3.79 2.60 -1.41
O -1.49 0.32 3.92
H -1.63 -0.34 3.12
H -1.26 -0.40 4.53
O -1.80 -1.40 -1.19
H -2.50 -0.79 -1.49
H -0.98 -1.26 -1.71
O 2.47 -2.19 -1.98
H 1.48 -2.22 -1.99
H 2.69 -3.08 -2.26
O -2.86 2.21 -0.25
H -3.44 2.77 0.17
H -2.51 2.28 -1.14
O 0.07 -3.61 -0.80
H -0.51 -3.12 -0.21
H 0.38 -4.24 -0.19
O 3.64 -0.29 -3.09
H 2.77 0.17 -3.13
H 3.26 -1.18 -2.81
O -3.82 -2.92 0.64
H -3.90 -1.86 0.51
H -3.49 -3.22 -0.28
O -1.18 -1.66 1.80
H -1.98 -2.06 1.50
H -1.19 -0.92 1.11
```

Results
Orbital gap   9.27 eV
Total charge   0
E_HOMO   -9.326 eV



Record 7
# C8H32O8

A cluster of 8 separate species, C8H32O8 in total at a distorted geometry (ωB97M-V with the def2-TZVPD basis set, OMol25).

Geometry as XYZ:
```
48
Properties=species:S:1:pos:R:3
C 2.54 -0.19 3.99
O 2.96 1.01 4.62
H 1.95 0.05 3.12
H 3.44 -0.75 3.70
H 1.94 -0.83 4.64
H 3.69 0.82 5.21
C 4.51 2.97 -1.68
O 3.37 2.31 -1.14
H 4.46 4.04 -1.50
H 5.38 2.53 -1.20
H 4.59 2.81 -2.76
H 2.59 2.65 -1.59
C -2.75 3.19 -1.58
O -2.83 1.81 -1.93
H -3.33 3.39 -0.67
H -1.72 3.52 -1.41
H -3.15 3.79 -2.40
H -2.11 1.36 -1.47
C 0.22 0.53 0.08
O -0.74 0.13 -0.90
H -0.20 1.42 0.55
H 0.41 -0.24 0.82
H 1.17 0.81 -0.38
H -0.49 -0.77 -1.16
C 1.54 -3.19 0.73
O 2.66 -3.79 0.09
H 0.68 -3.86 0.71
H 1.70 -2.97 1.79
H 1.29 -2.24 0.26
H 3.40 -3.77 0.70
C -2.85 1.34 2.06
O -3.38 2.09 3.14
H -2.51 1.99 1.24
H -1.96 0.78 2.37
H -3.62 0.66 1.71
H -2.76 2.77 3.37
C 0.85 -2.45 -2.83
O -0.36 -2.48 -2.09
H 1.46 -1.60 -2.52
H 1.45 -3.36 -2.74
H 0.67 -2.25 -3.90
H -0.73 -3.36 -2.16
C -3.64 -1.53 -1.06
O -4.82 -2.30 -0.87
H -3.50 -0.96 -0.16
H -2.76 -2.14 -1.30
H -3.76 -0.82 -1.89
H -4.94 -2.89 -1.61
```

Results
Orbital gap   10.15 eV
Total charge   0
E_HOMO   -9.753 eV



Record 8
# C8H33O9

A cluster of 9 separate species, C8H33O9 in total at a distorted geometry (ωB97M-V with the def2-TZVPD basis set, OMol25).

Geometry as XYZ:
```
50
Properties=species:S:1:pos:R:3
O -0.28 -0.31 -0.15
H -0.27 0.55 0.07
C 1.46 -3.00 -1.27
O 1.69 -1.58 -1.64
H 1.07 -3.10 -0.24
H 2.26 -3.67 -1.14
H 0.73 -3.53 -1.84
H 1.06 -1.03 -1.05
C 2.74 -1.16 1.50
O 1.77 -0.22 1.65
H 3.25 -1.02 0.55
H 2.32 -2.17 1.51
H 3.41 -0.91 2.24
H 1.18 -0.26 1.03
C -3.05 1.71 -0.50
O -2.85 0.58 0.32
H -2.89 1.60 -1.67
H -2.48 2.38 -0.19
H -4.16 2.02 -0.40
H -1.88 0.32 0.30
C -2.21 -1.06 -2.93
O -1.72 -1.81 -1.83
H -2.15 -1.36 -3.97
H -1.71 -0.05 -2.95
H -3.10 -0.79 -2.54
H -1.24 -1.10 -1.34
C 0.89 1.38 -3.31
O 0.07 1.77 -2.09
H 0.69 2.35 -3.86
H 0.49 0.58 -3.64
H 1.97 1.56 -2.94
H 0.13 1.00 -1.51
C 2.39 2.39 0.03
O 2.99 2.26 1.29
H 2.37 1.51 -0.77
H 2.74 3.16 -0.71
H 1.36 2.44 0.21
H 2.61 1.42 1.63
C -2.00 -2.31 2.19
O -0.76 -2.44 1.51
H -2.21 -2.70 3.16
H -2.87 -2.69 1.74
H -2.22 -1.26 2.36
H -0.63 -1.55 1.04
C -0.32 2.05 3.39
O -0.03 0.72 3.78
H 0.38 2.73 3.77
H -1.43 2.21 3.74
H -0.28 2.01 2.18
H 0.73 0.40 3.27
```

Results
Orbital gap   9.61 eV
Total charge   -1
E_HOMO   -6.364 eV



- Among the records above, which one has the highest total charge?
  C8H32N16O8Pb